1.
Below is 2 unconnected molecules or ions with the total composition CH6NO in a non-equilibrium geometry, with properties calculated with ωB97M-V/def2-TZVPD.

Output
2S+1 = 1
Relative energy (zero: lowest compared OMol25 entry of this formula, charge and spin) = 0.111 eV
Total charge = -1
HOMO level = -0.0883 Eh
Largest force on an atom = 1.1 eV Å⁻¹

```
9
Properties=species:S:1:pos:R:3:forces:R:3
O -0.368009 -2.395557 -0.688702 0.079 0.192 0.108
H -0.887355 -2.926229 -1.302405 0.039 0.091 0.005
C 0.106543 1.245407 0.017846 0.188 -0.071 0.048
N 0.615933 0.080150 0.739859 0.365 0.802 -0.598
H -0.000163 2.092352 0.703819 -0.019 0.044 -0.104
H -0.854759 1.059383 -0.476691 -0.077 0.068 0.057
H 0.813147 1.540996 -0.768540 -0.059 0.001 0.106
H 0.151641 0.034364 1.633057 -0.226 -0.543 -0.130
H 0.423021 -0.730865 0.141757 -0.289 -0.585 0.508
```
Positions in Å, forces in eV/Å.

2.
Below is a molecular structure, C22H25AsF6HfNOP in a non-equilibrium geometry, with properties calculated with ωB97M-V/def2-TZVPD.

Output
2S+1 = 2
Total charge = +3
HOMO level (alpha / beta) = -0.6318 / -0.6318 Eh
Largest force on an atom = 6.5 eV Å⁻¹

```
58
Properties=species:S:1:pos:R:3:forces:R:3
Hf -1.028777 -1.564587 -1.207841 -6.474 0.175 0.666
N -1.940426 0.839348 -1.129126 0.013 -0.909 -0.943
C -2.081089 1.586078 0.092792 -1.146 -0.271 -1.052
C -3.276814 2.232676 0.332625 0.592 0.420 0.178
C -3.424009 2.969570 1.507348 -0.235 0.378 1.114
C -2.466521 2.903551 2.528273 1.324 -0.103 -0.256
C -1.251818 2.253211 2.290069 -0.826 -0.204 0.570
C -1.050129 1.592680 1.036437 0.195 -0.609 -0.171
P 0.385720 0.525697 0.777135 0.342 1.974 2.171
C 1.889217 1.470423 0.605558 -1.424 -1.075 0.111
C 1.986418 2.751761 1.091424 -0.576 2.848 0.464
C 3.237830 3.328439 1.249996 0.672 -0.182 0.054
C 4.385861 2.649780 0.783187 -0.945 -0.706 -0.505
C 4.268339 1.325187 0.366598 -0.780 -0.308 0.464
C 3.013832 0.722261 0.350109 1.931 -2.078 -0.716
C 0.516499 -0.149381 2.423224 0.108 0.000 -2.404
C 1.440271 0.207662 3.389385 0.642 0.153 1.776
C 1.459175 -0.554873 4.550732 1.485 1.403 0.392
C 0.691196 -1.746422 4.699065 0.486 -0.619 -0.159
C -0.165813 -2.109693 3.666870 -2.102 -0.607 0.180
C -0.263864 -1.315190 2.553354 -0.770 -1.371 0.093
H -1.183713 1.145612 -1.725178 0.242 0.865 0.018
H -2.773956 0.854756 -1.760724 0.539 -0.038 1.066
H -4.089916 2.253658 -0.364341 -0.140 -0.150 -0.491
H -4.296639 3.621106 1.681278 0.305 -0.631 -0.251
H -2.612321 3.391867 3.485058 -0.092 0.103 -0.179
H -0.458425 2.225524 3.052420 -0.511 0.098 -0.402
H 1.089057 3.355245 1.373414 0.857 -0.703 -0.272
H 3.433300 4.258823 1.782195 -0.588 0.033 -0.317
H 5.337252 3.118435 0.678198 0.526 0.469 0.395
H 5.118853 0.715577 0.145209 0.486 -0.025 -0.221
H 2.967556 -0.392850 0.159930 -0.084 1.439 -0.031
H 2.007222 1.140155 3.260780 -0.022 -0.616 0.308
H 2.130691 -0.216143 5.373710 -0.680 -0.439 -0.626
H 0.837494 -2.458701 5.540439 -0.173 0.933 -0.388
H -0.918717 -2.916889 3.813019 1.076 0.286 -0.282
H -0.860856 -1.615726 1.688926 -0.360 -0.024 0.650
C 1.873766 0.550936 -3.923116 -0.351 1.397 -0.115
C 0.814532 -0.498967 -3.711846 1.666 -0.048 1.657
C 1.314855 -1.886092 -4.130078 0.502 -0.772 -0.193
C -0.451096 -0.221976 -4.475793 -3.324 1.029 0.928
O 0.369015 -0.467907 -2.226775 1.636 0.617 -3.481
H 2.611173 0.220993 -4.648715 -0.012 -0.074 0.015
H 2.396393 0.827057 -3.004710 -0.064 -0.111 -0.060
H 1.412118 1.463253 -4.357096 0.339 -0.348 0.421
H 2.293273 -1.840610 -4.677726 -0.883 0.198 0.728
H 0.622830 -2.389195 -4.798781 -0.195 -0.058 0.147
H 1.445055 -2.473275 -3.235878 0.249 -0.566 0.165
H -0.178812 -0.198555 -5.513893 0.274 -0.095 -0.574
H -0.862153 0.782245 -4.195517 0.475 -0.586 -0.397
H -1.279613 -0.948405 -4.256738 1.270 0.629 -0.785
F -2.754347 -1.662751 -0.023127 2.836 0.304 -1.142
As -4.644997 -5.943967 -0.403304 -1.980 -2.223 1.616
F -6.320959 -5.236206 0.057033 2.995 -1.456 -0.368
F -3.698352 -5.953902 1.140269 -1.430 0.118 -1.596
F -4.970058 -7.790338 -0.460706 0.411 3.575 0.341
F -0.008146 -2.904831 -0.460743 1.108 -0.987 0.511
F -2.036459 -1.826132 -2.834307 0.588 -0.448 1.174
```
Positions in Å, forces in eV/Å.

3.
Below is a molecular structure, C31H56CaN3O2P2 in a non-equilibrium geometry, with properties calculated with ωB97M-V/def2-TZVPD.

Output
2S+1 = 1
Total charge = +1
HOMO level = -0.2706 Eh
Largest force on an atom = 3.4 eV Å⁻¹

```
95
Properties=species:S:1:pos:R:3:forces:R:3
C 2.780479 -0.257842 -1.123215 0.164 -0.149 0.480
C 1.135792 1.297717 -1.631478 0.156 -0.130 -0.096
C 3.721550 0.401409 -1.920063 -0.145 -0.064 0.307
C 2.070777 2.092291 -2.309780 0.006 -0.271 -0.381
C 3.380572 1.634985 -2.476640 -0.341 -0.047 0.477
H 4.713206 -0.035996 -2.045500 -0.319 0.136 -0.099
H 1.711429 2.991646 -2.798871 0.116 -0.060 0.005
H 4.121204 2.203423 -3.041887 -0.320 -0.113 0.133
N 1.551901 0.248771 -0.897467 -0.159 -0.672 -0.562
P 2.264138 -1.997934 1.098697 0.178 -0.219 -0.366
P -1.578117 2.603503 -0.968544 0.856 1.476 -1.419
C 3.119605 -1.630146 -0.505841 0.058 0.372 -0.470
H 2.860714 -2.447441 -1.206733 0.109 0.702 0.127
H 4.212280 -1.671139 -0.367943 -0.493 -0.092 -0.120
C -0.350304 1.431547 -1.938771 -0.195 2.397 0.019
H -0.333224 1.859765 -2.961220 -0.052 -0.085 0.724
C -2.829210 3.153948 -2.295139 0.053 0.328 0.284
C -1.701453 3.376254 0.807503 0.546 -0.295 -1.086
C 1.457040 -3.771792 0.867668 0.610 0.505 0.263
C 3.813262 -1.920495 2.213937 -0.568 -0.555 -0.129
C -4.066450 2.239202 -2.259388 -0.223 0.162 -0.300
H -4.620234 2.329680 -1.314426 0.233 -0.075 -0.170
H -4.746790 2.536236 -3.078554 0.085 -0.119 0.272
H -3.796104 1.186718 -2.413677 -0.077 0.523 0.188
C -3.238455 4.617800 -2.060451 -0.129 0.046 -0.149
H -3.807189 4.752160 -1.132869 0.151 0.097 -0.250
H -2.346898 5.260860 -2.057344 -0.358 -0.176 0.018
H -3.873065 4.938382 -2.902732 0.013 -0.059 0.288
C -2.251103 3.140092 -3.726968 0.440 -0.058 0.297
H -3.089148 3.256649 -4.423291 0.135 -0.029 0.026
H -1.549455 3.966984 -3.890454 -0.140 -0.055 0.152
H -1.716517 2.222609 -3.974964 -0.439 0.412 -0.038
C -3.144413 3.408557 1.324048 -0.089 -0.038 0.116
H -3.539319 2.397333 1.505140 0.192 0.238 -0.161
H -3.148689 3.946228 2.287124 -0.032 -0.066 -0.215
H -3.838763 3.931398 0.653836 0.299 -0.183 0.192
C -0.829712 2.625932 1.835925 -0.113 0.040 -0.188
H -1.260402 1.650676 2.129699 -0.001 0.384 -0.214
H 0.207896 2.519670 1.482533 -0.112 0.000 -0.033
H -0.783124 3.225050 2.759687 0.015 -0.112 -0.229
C -1.117559 4.775868 0.566935 0.134 0.352 0.597
H -1.717528 5.355675 -0.143153 0.198 -0.254 0.287
H -1.075352 5.334227 1.509426 -0.052 0.150 0.141
H -0.099388 4.695189 0.160967 -0.380 0.041 0.172
C 3.386788 -2.156623 3.670549 0.238 -0.008 0.071
H 4.288886 -2.118842 4.298537 -0.262 0.005 -0.003
H 2.694708 -1.381162 4.021148 0.155 -0.205 -0.049
H 2.918208 -3.136989 3.819121 0.136 0.285 -0.012
C 4.367652 -0.488866 2.087058 -0.023 -0.104 0.020
H 4.717884 -0.255110 1.075682 -0.091 -0.001 0.198
H 3.622488 0.259985 2.385581 0.227 -0.126 -0.152
H 5.231508 -0.393328 2.759958 -0.204 0.004 -0.102
C 4.894209 -2.940848 1.819570 0.320 -0.004 0.304
H 5.841182 -2.629321 2.285771 -0.157 -0.113 -0.113
H 4.670984 -3.946473 2.193946 0.040 0.334 -0.087
H 5.076444 -3.010628 0.740686 -0.066 0.034 0.246
C 1.358633 -4.194207 -0.604090 -0.086 -0.010 -0.037
H 2.342443 -4.357730 -1.063756 -0.224 0.030 0.150
H 0.822716 -5.154323 -0.657129 0.097 0.220 0.071
H 0.792138 -3.480148 -1.214774 0.228 -0.143 0.167
C 0.036740 -3.645257 1.457899 0.061 -0.053 -0.033
H -0.607840 -2.969592 0.866514 0.207 -0.175 0.106
H -0.452776 -4.629696 1.443410 0.080 0.200 0.004
H 0.050888 -3.294204 2.500261 0.032 -0.062 -0.216
C 2.250396 -4.839224 1.622570 -0.166 -0.432 0.034
H 3.246150 -4.994038 1.188432 -0.322 0.073 0.116
H 2.349650 -4.621550 2.692830 0.006 -0.079 -0.297
H 1.712327 -5.796473 1.537777 0.117 0.184 0.047
Ca -0.145482 -0.235223 1.001980 -0.015 0.045 -0.706
C 1.337461 0.669407 3.321937 0.994 1.654 2.824
O 1.750800 1.145262 4.283953 -1.189 -1.425 -2.785
N -1.652824 0.055594 -0.600272 1.110 -1.837 -1.781
C -1.193919 0.223673 -1.793876 -1.351 -1.779 1.817
C -1.545701 -0.693375 -3.038382 0.126 0.443 1.139
C -1.543931 -0.054197 -4.422056 -0.325 -0.047 -0.244
C -0.458192 -1.754921 -3.075466 0.034 -0.437 0.177
C -2.925552 -1.283575 -2.751716 0.146 -0.397 -0.151
H -2.394044 0.617300 -4.576713 0.284 -0.072 0.033
H -0.592549 0.437654 -4.655561 -0.198 0.069 -0.016
H -1.676312 -0.859599 -5.156070 0.104 0.091 0.087
H -0.416047 -2.281200 -2.112951 -0.002 0.107 -0.261
H -0.688906 -2.476518 -3.870365 0.216 0.034 0.155
H 0.519122 -1.290641 -3.279676 -0.154 -0.222 0.040
H -3.143961 -2.053074 -3.495101 -0.093 -0.068 0.001
H -2.953122 -1.717545 -1.749207 -0.015 0.054 -0.168
H -3.705167 -0.518914 -2.816090 0.163 -0.289 -0.015
C -1.498069 -0.695917 5.005776 0.061 -0.061 0.423
C -2.211514 -0.827633 3.695111 0.169 0.088 -1.707
N -3.525181 -1.073345 3.739370 0.252 0.003 0.093
O -1.631981 -0.705081 2.573204 -0.827 -0.306 2.361
H -2.146794 -1.038192 5.829384 0.400 0.188 -0.264
H -1.229063 0.359512 5.185790 -0.096 -0.416 -0.139
H -0.577061 -1.300700 4.997872 -0.351 0.261 -0.047
H -4.034716 -1.177370 2.867529 0.107 0.069 0.262
H -4.003581 -1.172383 4.628284 0.098 0.010 -0.453
```
Positions in Å, forces in eV/Å.